Entry from the OMol25 dataset: a cluster of 2 separate species, C27H30Br2NO2 in total at a distorted geometry (wB97M-V/def2-TZVPD).

Each line ends with the natural charge from an NBO analysis.
Atoms and positions in Å:
C: -2.83293 -0.50230 2.28126  -0.271
O: -2.59628 -0.61459 0.84980  -0.528
C: -2.88739 0.45519 0.07902  0.797
O: -2.98631 1.59618 0.50447  -0.600
C: -3.04710 0.14274 -1.39792  -0.137
C: -4.48424 0.48239 -1.83569  -0.389
C: -4.38219 1.61474 -2.85495  -0.414
C: -2.90844 1.71078 -3.23453  -0.211
N: -2.18883 0.98498 -2.21352  -0.373
C: -0.82312 0.94060 -2.23262  0.389
C: -0.03940 0.81030 -1.04804  -0.381
C: 1.41516 1.11688 -1.14738  -0.416
C: 1.96414 1.70020 -2.45701  -0.396
C: 1.26921 1.09853 -3.66530  -0.395
C: -0.23664 1.32531 -3.56714  -0.464
H: -3.69685 -1.13282 2.50948  0.206
H: -1.93809 -0.88022 2.78265  0.200
H: -3.02120 0.54077 2.55177  0.224
H: -2.82569 -0.93004 -1.51463  0.223
H: -4.91464 -0.40826 -2.30193  0.227
H: -5.11792 0.77343 -0.99049  0.240
H: -4.98068 1.42152 -3.74638  0.232
H: -4.70557 2.56945 -2.43154  0.228
H: -2.75559 1.25601 -4.22587  0.198
H: -2.56454 2.75261 -3.30336  0.216
H: -0.67904 1.08800 -0.19881  0.278
H: 1.74158 1.74541 -0.30800  0.231
H: 1.93469 0.15584 -1.03285  0.194
H: 1.81686 2.78316 -2.43790  0.202
H: 3.04134 1.50446 -2.49502  0.224
H: 1.65145 1.55490 -4.58044  0.228
H: 1.47138 0.02307 -3.74220  0.201
H: -0.72713 0.78021 -4.38853  0.240
H: -0.41494 2.39852 -3.75865  0.241
Br: -1.24277 3.38972 5.65390  0.111
C: -0.58161 2.43749 4.16869  -0.080
C: -0.87106 2.86433 2.86334  -0.240
C: -0.36015 2.15439 1.77616  -0.118
C: 0.26424 0.90472 1.95301  -0.157
C: 0.51842 -0.08379 0.83146  0.022
C: 1.78097 -0.77960 1.02453  -0.323
C: 2.12701 -1.91141 0.31844  -0.030
C: 3.06932 -2.89726 0.80759  -0.054
C: 3.64423 -3.84430 -0.07351  -0.160
C: 4.50279 -4.83830 0.39375  -0.237
C: 4.80682 -4.91167 1.76440  -0.051
Br: 5.89881 -6.31140 2.41697  0.125
C: 4.25981 -3.97702 2.65641  -0.226
C: 3.41866 -2.96796 2.18083  -0.171
C: 0.59357 0.52467 3.26942  -0.185
C: 0.19115 1.28481 4.36948  -0.232
H: -1.48730 3.74223 2.69364  0.245
H: -0.42835 2.62355 0.79289  0.223
H: -0.29485 -0.79891 0.65601  0.242
H: 2.51880 -0.34600 1.71705  0.246
H: 1.67403 -2.07817 -0.66103  0.217
H: 3.40321 -3.77300 -1.13447  0.223
H: 4.93054 -5.55978 -0.29358  0.244
H: 4.48835 -4.04789 3.71650  0.242
H: 3.00160 -2.23930 2.87830  0.218
H: 1.17471 -0.38241 3.43838  0.221
H: 0.44797 0.96430 5.37368  0.242

Computed properties:
Lowest unoccupied orbital energy in eV: -4.76
HOMO-LUMO gap in Ha: 0.222
Max |F| in Eh/bohr: 0.0662
ΔE to the lowest compared entry with this formula, charge and spin in kcal per mole: 37.80
Net charge: +1


Entry from the OMol25 dataset: a cluster of 11 separate species, C33H52O33 in total at a distorted geometry (wB97M-V/def2-TZVPD).

Each line ends with the Mulliken spin population.
Atoms and positions in Å:
C: -2.85079 -3.87996 0.32161  -0.004
C: -2.83869 -2.68243 -0.66849  0.000
O: -4.16300 -2.13908 -0.45614  0.029
C: -4.87842 -2.92319 0.40778  -0.002
O: -6.01846 -2.64327 0.73022  0.017
O: -4.21689 -3.96269 0.77453  0.000
H: -2.23301 -3.70342 1.20211  0.001
H: -2.55833 -4.78507 -0.21066  0.000
H: -2.77808 -2.94439 -1.72480  0.008
H: -1.96763 -2.11495 -0.34091  0.003
C: 0.51442 -1.40441 -4.43006  0.000
C: 0.16059 -2.42606 -5.51760  0.000
O: -0.57200 -1.65715 -6.47547  0.001
C: -0.96327 -0.49034 -5.94954  -0.002
O: -1.77239 0.23424 -6.53752  0.002
O: -0.44673 -0.36430 -4.71083  0.001
H: 1.47587 -0.89594 -4.50207  0.000
H: 0.30722 -1.79494 -3.43375  0.000
H: -0.51563 -3.08311 -4.97067  0.000
H: 1.06091 -2.97145 -5.80055  0.000
C: 2.22841 -3.88697 1.87908  0.000
C: 2.80785 -5.14943 1.42284  0.000
O: 1.72603 -5.94848 1.14466  0.000
C: 0.67623 -5.49972 1.87177  0.000
O: -0.31937 -6.23469 2.13978  0.000
O: 0.92584 -4.25806 2.20963  0.000
H: 2.26896 -3.14118 1.08520  0.000
H: 2.69530 -3.49884 2.78432  0.000
H: 3.43269 -5.61005 2.18803  0.000
H: 3.50913 -4.99536 0.60274  0.000
C: 0.72194 -0.46847 -0.08577  0.001
C: 0.74792 0.98251 0.13079  0.000
O: -0.20647 1.57160 -0.68448  0.001
C: -0.89750 0.58322 -1.25305  0.001
O: -1.81034 0.73733 -2.05628  0.010
O: -0.32764 -0.60408 -1.05204  -0.002
H: 0.42700 -1.07989 0.76704  0.000
H: 1.71885 -0.68185 -0.47147  0.000
H: 1.68571 1.43133 -0.19666  0.000
H: 0.62981 1.29450 1.16848  0.000
C: -3.99399 -1.70807 4.58434  0.000
C: -2.71651 -2.53002 4.59998  0.000
O: -1.87305 -1.72376 3.80050  0.000
C: -2.65153 -1.08412 2.90082  0.000
O: -2.21643 -0.60460 1.89236  0.000
O: -3.89650 -1.07306 3.32264  0.000
H: -3.93888 -0.86224 5.26963  0.000
H: -4.93285 -2.24745 4.70969  0.000
H: -2.77466 -3.54745 4.21325  0.000
H: -2.30775 -2.47967 5.60918  0.000
C: 2.26504 0.76369 4.64810  0.000
C: 1.33837 -0.35766 5.05462  0.000
O: 1.98053 -1.52647 4.70872  0.000
C: 3.25293 -1.24580 4.50439  0.000
O: 4.14643 -2.09380 4.20607  0.000
O: 3.46729 0.14179 4.64403  0.000
H: 2.19733 1.65622 5.27010  0.000
H: 2.13152 1.08689 3.61572  0.000
H: 0.39098 -0.18484 4.54402  0.000
H: 1.07772 -0.38040 6.11275  0.000
C: -3.23819 4.55170 -3.43257  0.000
C: -3.04256 3.24926 -4.11613  0.000
O: -2.12938 3.52623 -5.14970  0.000
C: -1.59050 4.70605 -4.95950  0.000
O: -0.72233 5.17769 -5.69090  0.000
O: -2.29478 5.38277 -4.09099  0.000
H: -2.95786 4.39226 -2.39137  0.000
H: -4.26099 4.91452 -3.53421  0.000
H: -3.92296 2.75649 -4.52865  0.000
H: -2.59834 2.55661 -3.40128  0.000
C: -1.75928 3.09589 1.72667  0.000
O: -1.22231 4.09054 2.58636  0.000
C: -0.33060 3.77583 3.52487  0.000
O: 0.17244 2.68281 3.69910  0.000
O: 0.01627 4.86027 4.23591  0.000
C: 0.89299 4.77124 5.37053  0.000
H: -1.37086 3.14683 0.70949  0.000
H: -2.84616 3.15252 1.66707  0.000
H: -1.52020 2.12324 2.15667  0.000
H: 0.50668 4.08980 6.12849  0.000
H: 0.84251 5.78388 5.77065  0.000
H: 1.95697 4.57552 5.23735  0.000
C: 8.55991 0.59141 -3.09607  0.000
O: 7.34851 1.32184 -2.83195  0.000
C: 6.17358 0.73204 -3.08243  0.000
O: 6.00807 -0.44511 -3.34295  0.000
O: 5.21414 1.53233 -2.72055  0.000
C: 3.84765 0.93800 -2.74545  0.000
H: 9.41791 1.26221 -3.05195  0.000
H: 8.51227 0.15323 -4.09298  0.000
H: 8.64135 -0.25856 -2.41857  0.000
H: 3.25780 1.74824 -2.31685  0.000
H: 3.79902 0.12209 -2.02432  0.000
H: 3.57194 0.64671 -3.75898  0.000
C: -7.42395 -3.76570 -2.25805  0.003
O: -7.06235 -2.51737 -2.78976  0.065
C: -5.84491 -2.23953 -3.12360  -0.085
O: -4.90999 -2.98167 -3.17858  0.405
O: -5.78852 -0.95691 -3.44432  0.385
C: -4.55793 -0.32238 -3.60855  0.104
H: -8.36073 -3.55987 -1.74019  0.002
H: -6.80500 -4.33491 -1.56450  0.002
H: -7.56908 -4.47071 -3.07657  0.010
H: -3.81281 -0.79238 -4.25043  0.001
H: -4.17093 -0.36094 -2.59030  0.055
H: -4.67384 0.72278 -3.89544  -0.008
C: 5.58708 2.08801 1.19358  0.000
O: 4.48982 2.85288 1.51802  0.000
C: 4.48955 3.78716 2.54919  0.000
O: 5.41887 3.90550 3.33323  0.000
O: 3.33417 4.44733 2.62774  0.000
C: 2.40388 4.54619 1.54898  0.000
H: 6.07845 1.64460 2.05963  0.000
H: 6.37190 2.66507 0.70456  0.000
H: 5.19474 1.27477 0.58300  0.000
H: 1.68461 3.73157 1.63352  0.000
H: 2.87604 4.58131 0.56718  0.000
H: 1.78617 5.43810 1.65414  0.000

Computed properties:
Lowest unoccupied orbital energy (alpha / beta) in eV: -2.37 / -9.98
HOMO-LUMO gap (alpha / beta) in Ha: 0.361 / 0.082
Max |F| in Eh/bohr: 0.1069
Multiplicity: 2
Expectation value of S²: 0.762
Net charge: +1


Entry from the OMol25 dataset: a structure of composition C7H11KNO3 at a distorted geometry (wB97M-V/def2-TZVPD).

Each line ends with the natural charge from an NBO analysis.
Atoms and positions in Å:
C: -2.67059 -1.56271 1.61576  -0.415
C: -2.49145 -2.10702 0.23917  -0.183
C: -1.07781 -2.09980 -0.60758  -0.138
O: 0.12201 -2.35500 0.25752  -0.520
C: 0.72242 -0.98451 0.36689  0.985
O: 0.24443 -0.20009 1.33535  -0.606
O: 1.73343 -0.63029 -0.63967  -0.485
C: 2.45694 0.60479 -0.30403  -0.148
C: 1.83789 1.92180 -1.12762  0.271
C: 1.39526 3.27287 -0.31151  -0.704
N: 1.71536 1.93898 -2.52275  -0.609
H: -3.16515 -2.25602 2.42941  0.076
H: -2.34347 -0.47721 1.92867  0.269
H: -3.44171 -2.60555 -0.26797  0.214
H: -1.18446 -2.86933 -1.48254  0.239
H: -0.92590 -1.03756 -1.11586  0.229
H: 2.60042 0.80570 0.83943  0.236
H: 3.55671 0.47342 -0.75013  0.241
H: 1.23120 4.17229 -1.07756  0.233
H: 0.45355 3.10723 0.36539  0.243
H: 2.33102 3.59919 0.34806  0.233
H: 1.30343 2.86278 -2.83057  0.344
K: -4.40353 -3.57395 3.31214  0.996

Computed properties:
Lowest unoccupied orbital energy in eV: -4.19
HOMO-LUMO gap in Ha: 0.285
Max |F| in Eh/bohr: 0.1646
ΔE to the lowest compared entry with this formula, charge and spin in kcal per mole: 81.00
Net charge: +1


Entry from the OMol25 dataset: a structure of composition C16H10IIrNO2 at a distorted geometry (wB97M-V/def2-TZVPD).

Each line ends with the natural charge from an NBO analysis.
Atoms and positions in Å:
Ir: -0.16739 1.30763 0.31670  1.180
O: 0.29514 4.69775 -2.02038  -0.547
C: 0.38557 3.67628 -1.38864  0.747
O: -0.51996 3.10122 -0.66372  -0.759
C: 1.73175 2.91928 -1.40671  0.093
C: 2.80815 3.41807 -2.11600  -0.194
C: 3.99585 2.70255 -2.09739  -0.123
C: 4.06200 1.51721 -1.37680  -0.234
C: 2.94140 1.08485 -0.69573  0.052
N: 1.79807 1.77949 -0.71205  -0.528
H: 2.68757 4.34552 -2.65569  0.269
H: 4.85846 3.06740 -2.63901  0.241
H: 4.96911 0.93119 -1.34063  0.244
H: 2.94957 0.16637 -0.12366  0.215
I: -0.20685 0.80941 2.97221  0.339
C: -1.30333 -0.98215 2.51888  -0.054
C: -1.75027 -1.73733 3.57667  -0.226
C: -2.43330 -2.92870 3.32200  -0.163
C: -2.65338 -3.32851 2.02322  -0.156
C: -2.20489 -2.54901 0.94429  0.006
C: -2.45303 -2.95257 -0.39350  -0.049
C: -2.03468 -2.18931 -1.46727  -0.223
C: -1.36034 -0.99662 -1.23858  -0.158
C: -1.06941 -0.54468 0.06179  -0.224
C: -1.50335 -1.33346 1.17760  -0.187
H: -1.57562 -1.41678 4.59480  0.246
H: -2.78353 -3.52882 4.15042  0.246
H: -3.17977 -4.25063 1.80992  0.236
H: -2.99259 -3.87807 -0.55606  0.231
H: -2.23596 -2.50094 -2.48277  0.246
H: -1.05500 -0.40664 -2.09392  0.234

Computed properties:
Lowest unoccupied orbital energy (alpha / beta) in eV: -3.81 / -7.01
HOMO-LUMO gap (alpha / beta) in Ha: 0.285 / 0.196
Max |F| in Eh/bohr: 0.0327
Multiplicity: 5
ΔE to the lowest compared entry with this formula, charge and spin in kcal per mole: 6.89
Expectation value of S²: 6.041
Net charge: +1


Q: The lowest max |F| belongs to which entry?
A: C16H10IIrNO2


Q: Which value of max |F| does entry 2 give?
A: 0.1069 Eh/bohr


Q: Number 1 is which compound?
A: C27H30Br2NO2